*1*
This record from OMol25 describes a 2-piece molecular cluster, C3H3N3O overall. The level of theory is ωB97M-V/def2-TZVPD.

XYZ file:
```
10
Properties=species:S:1:pos:R:3
H -2.373 -0.990 0.216
N -0.390 1.835 -1.395
N 0.552 2.202 -0.958
C 0.982 -0.544 0.243
H 2.526 0.595 0.346
C -0.225 -0.957 -0.144
O -1.424 0.211 1.540
C -1.424 -0.557 0.598
N 2.118 -0.307 0.607
H -0.316 -1.506 -1.082
```

The LUMO energy comes out at 0.4 eV. Its net charge is 0. The HOMO-LUMO gap is 10.066 eV.

*2*
This record from OMol25 describes the molecule C3H3N3O. The level of theory is ωB97M-V/def2-TZVPD.

XYZ file:
```
10
Properties=species:S:1:pos:R:3
N 1.178 -0.830 -0.732
N -1.275 0.559 -0.167
O 0.028 -1.417 -0.298
H -0.154 -0.349 1.291
N 2.263 0.802 0.793
C 1.684 0.012 0.169
C -0.772 -0.674 0.552
H -1.559 -1.302 0.979
C -0.655 1.142 -0.990
H -0.739 2.055 -1.598
```

The LUMO energy (alpha / beta) comes out at -1.6 / -0.8 eV. Its net charge is 0. The HOMO-LUMO gap (alpha / beta) is 6.818 / 8.660 eV.

Which of them is least stable? Easy: *2*.

*1*
This record from OMol25 describes the molecule C3H3N3O. The level of theory is ωB97M-V/def2-TZVPD.

XYZ file:
```
10
Properties=species:S:1:pos:R:3
C 1.081 0.582 0.945
H 1.987 1.084 1.303
C -1.147 -0.653 0.164
H 0.465 0.333 -2.415
N -0.848 -0.517 1.448
C -0.230 -0.110 -0.793
N 0.864 0.494 -0.368
N 0.267 0.101 1.865
O -0.347 -0.137 -2.124
H -2.092 -1.176 -0.024
```

The LUMO energy comes out at 0.2 eV. Its net charge is 0. The HOMO-LUMO gap is 9.840 eV.

*2*
This record from OMol25 describes C3H3N3O as an isolated structure. The level of theory is ωB97M-V/def2-TZVPD.

XYZ file:
```
10
Properties=species:S:1:pos:R:3
H -1.866 1.561 -0.059
H 2.091 0.581 -0.862
O 1.282 -1.153 0.025
H 1.995 0.546 0.984
C -0.109 -0.964 -0.068
C -0.059 0.389 -0.109
N -1.363 -1.510 -0.015
N -1.357 0.696 0.029
C 1.480 0.279 0.028
N -2.093 -0.424 0.046
```

The LUMO energy comes out at 0.6 eV. Its net charge is 0. The HOMO-LUMO gap is 9.695 eV.

*3*
This record from OMol25 describes a 2-piece molecular cluster, C3H3N3O overall. The level of theory is ωB97M-V/def2-TZVPD.

XYZ file:
```
10
Properties=species:S:1:pos:R:3
C -0.974 -0.499 0.426
N -1.698 -1.359 -0.039
H 1.378 1.760 1.143
N 0.781 -0.271 -2.581
C 0.764 0.873 0.805
H -0.322 0.058 2.441
N 1.828 -0.146 -2.265
C -0.181 0.031 1.407
O 0.601 0.709 -0.408
H -2.165 -1.163 -0.907
```

The LUMO energy comes out at -0.1 eV. Its net charge is 0. The HOMO-LUMO gap is 8.765 eV.

*4*
This record from OMol25 describes the molecule C3H3N3O. The level of theory is ωB97M-V/def2-TZVPD.

XYZ file:
```
10
Properties=species:S:1:pos:R:3
N -1.002 -0.147 0.868
H -1.815 -1.480 -0.589
C 1.013 -0.050 -0.419
H 0.585 -0.688 1.142
N 0.150 -0.894 -1.001
H 0.669 2.251 -0.701
C -0.938 -0.925 -0.280
C 0.432 1.297 -0.249
N -0.585 1.103 0.519
O 1.579 -0.540 0.655
```

The LUMO energy (alpha / beta) comes out at -1.1 / -1.1 eV. Its net charge is 0. The HOMO-LUMO gap (alpha / beta) is 8.423 / 8.420 eV.

Which of them is least stable? Easy: *4*.

*1*
This record from OMol25 describes a 2-piece molecular cluster, C5H11NO overall. The level of theory is ωB97M-V/def2-TZVPD.

XYZ file:
```
18
Properties=species:S:1:pos:R:3
C -0.349 0.176 -2.632
H 0.609 -0.327 -2.546
C -0.322 -0.572 2.688
C -1.129 0.216 -1.505
O 4.202 -0.084 -1.367
H -2.111 0.663 -1.646
H 4.444 0.561 -2.035
H -2.178 0.614 2.654
H -2.488 0.973 0.600
H -0.305 -0.555 3.765
H -0.514 0.860 -3.451
C -0.791 -0.077 -0.173
N -1.504 0.076 2.135
H 5.037 -0.488 -1.191
H 0.547 -0.111 2.216
H 0.200 -0.419 0.097
C -1.671 0.301 0.840
H -0.217 -1.577 2.262
```

The LUMO energy (alpha / beta) comes out at -3.9 / -6.5 eV. Its net charge is +1. As for the spin multiplicity: 2. The HOMO-LUMO gap (alpha / beta) is 9.351 / 7.676 eV.

*2*
This record from OMol25 describes an isolated ion of composition C5H11NO and charge +1. The level of theory is ωB97M-V/def2-TZVPD.

XYZ file:
```
18
Properties=species:S:1:pos:R:3
H -0.407 1.798 -3.268
H -1.475 -0.736 -1.011
C 0.186 1.807 -1.381
C 0.169 -1.191 0.483
H 0.940 0.972 -1.946
H 1.106 -0.999 -0.104
H -0.070 -2.299 0.187
C -1.011 -0.390 -0.072
C 1.169 -1.975 2.330
H -1.838 -0.434 0.628
N 0.328 -1.078 1.867
H -0.015 1.344 0.746
H 1.319 -2.908 1.693
C -0.651 1.246 -0.181
H 1.381 -2.048 3.479
O -0.576 2.443 -2.481
H 0.932 2.549 -0.992
H -1.488 1.900 0.021
```

The LUMO energy (alpha / beta) comes out at -5.6 / -9.7 eV. Its net charge is +1. As for the spin multiplicity: 2. The HOMO-LUMO gap (alpha / beta) is 8.304 / 4.080 eV.

*3*
This record from OMol25 describes a 2-piece molecular cluster, C5H11NO overall. The level of theory is ωB97M-V/def2-TZVPD.

XYZ file:
```
18
Properties=species:S:1:pos:R:3
H 0.165 0.333 -2.786
H 0.177 -0.978 -2.042
H 2.351 -1.605 1.853
C 2.251 -0.627 1.373
O 0.523 -0.555 -2.839
H -1.340 -0.481 1.675
N -1.977 -0.071 1.012
H -1.210 1.256 -1.998
C 0.858 -0.499 0.821
H 2.513 0.212 2.018
H 3.037 -0.542 0.621
C 0.268 0.601 0.273
H -2.669 0.538 1.447
H -2.854 0.704 -1.340
C -1.801 0.898 -1.173
H 0.753 1.571 0.252
H 0.179 -1.350 0.787
C -1.222 0.593 0.045
```

The LUMO energy (alpha / beta) comes out at -4.8 / -8.1 eV. Its net charge is +1. As for the spin multiplicity: 2. The HOMO-LUMO gap (alpha / beta) is 9.796 / 6.306 eV.

Which of them is least stable? Easy: *2*.

*1*
This record from OMol25 describes the molecule C4H5ClO. The level of theory is ωB97M-V/def2-TZVPD.

XYZ file:
```
11
Properties=species:S:1:pos:R:3
H -0.410 1.449 -0.704
H 0.982 -1.328 -0.655
O -0.482 -0.896 2.937
H -0.154 -0.594 -1.752
H 0.923 1.215 0.495
C 0.153 0.660 -0.121
C -0.904 0.007 0.751
C -0.681 -0.391 1.923
C 0.624 -0.421 -1.061
H -1.870 0.063 0.513
Cl 1.819 0.235 -2.325
```

The LUMO energy comes out at 0.6 eV. Its net charge is 0. The HOMO-LUMO gap is 10.057 eV.

*2*
This record from OMol25 describes the molecule C4H5ClO. The level of theory is ωB97M-V/def2-TZVPD.

XYZ file:
```
11
Properties=species:S:1:pos:R:3
H -0.570 1.973 -0.793
C -0.146 -0.980 -0.138
C 0.724 0.195 -0.151
C 0.305 1.586 -0.119
Cl 2.397 -0.018 0.371
H 1.143 2.145 -0.276
H -1.275 -1.584 1.446
C -1.140 -1.730 0.386
H -0.199 1.672 0.837
H -1.682 -2.579 -0.274
O 0.443 -0.681 -1.289
```

The LUMO energy comes out at 0.9 eV. Its net charge is 0. The HOMO-LUMO gap is 10.218 eV.

Which of them is least stable? Easy: *2*.